Version 1
14
Properties=species:S:1:pos:R:3 method="wB97M-V/def2-TZVPD" homo_lumo_gap_ev=9.17 total_charge=0 homo_ev=-8.633 spin_multiplicity=1
C 2.0657 -0.0201 -0.3136
C -0.5430 0.5769 0.1358
C -1.7007 -1.4929 -0.3491
N 2.4196 -1.0441 -0.7320
N -1.1405 1.6377 0.3018
N -0.4877 -0.6589 -0.1966
N 1.4462 1.0296 -0.0325
O 1.7357 1.9500 0.9199
H -2.5523 -0.8326 -0.6210
H -1.4136 -2.0310 -1.2086
H -1.7679 -2.1629 0.4764
H -0.5952 2.5499 0.4049
H 0.3871 -1.0634 -0.4650
H 2.1466 1.5617 1.6796


Version 2
14
Properties=species:S:1:pos:R:3 method="wB97M-V/def2-TZVPD" homo_lumo_gap_ev=10.09 smiles=Cc1nc(O)n(N)n1 total_charge=0 homo_ev=-9.368 spin_multiplicity=1
C -2.4724 -0.1267 -0.0522
C -0.9858 -0.1680 0.0224
N -0.1292 -1.2467 -0.0251
C 1.0684 -0.7906 -0.0803
O 2.2592 -1.4414 -0.1058
N 0.9955 0.5019 -0.1424
N 2.1881 1.2827 -0.0171
N -0.2714 0.9195 -0.1168
H -3.0855 -0.6007 0.7722
H -2.7373 -0.4820 -0.9880
H -3.0447 0.8343 0.0448
H 2.0532 -2.3608 0.2182
H 2.1512 1.5603 1.0965
H 2.0106 2.1183 -0.6264


Version 3
14
Properties=species:S:1:pos:R:3 method="wB97M-V/def2-TZVPD" homo_lumo_gap_ev=9.22 smiles="[H]/N=c1/c(=O)[nH][nH]n1C" total_charge=0 homo_ev=-9.003 spin_multiplicity=1
H -1.2107 -2.6132 -0.6674
N -1.7721 -2.0027 -0.0620
C -1.4971 -0.7963 -0.1149
C -2.3027 0.3763 0.0660
O -3.4103 0.3023 0.5764
N -1.6388 1.3663 -0.3590
N -0.3164 1.1248 -0.9409
N 0.0417 -0.1630 -0.6361
C 0.9852 -0.3166 0.5558
H -1.8461 2.3291 -0.2686
H -0.2129 1.2670 -1.9662
H 0.7422 0.4960 1.1961
H 0.6814 -1.2532 0.9971
H 1.9930 -0.3087 0.2348


Version 4
14
Properties=species:S:1:pos:R:3 method="wB97M-V/def2-TZVPD" homo_lumo_gap_ev=9.84 total_charge=0 homo_ev=-9.172 spin_multiplicity=1
C 0.1284 0.8095 -0.7353
C 0.4320 -0.3569 -1.3065
C 0.4383 -1.2675 -0.1681
H -0.4311 2.4609 -2.2061
H -0.3131 2.9615 -0.4301
H 0.6642 -0.3525 -2.3242
H -0.7122 -1.7106 2.4543
H 0.7958 -2.1536 1.6364
H -1.0617 0.9958 0.7886
N -0.2959 2.1303 -1.2500
N -0.4332 -0.6890 0.8113
N 0.0801 -1.1737 2.0589
N -0.1979 0.6556 0.6250
O 0.9064 -2.3097 0.0458


The structure with the most favorable energy is version 2; the runner-up is 182.8 kJ/mol above it.


Version 1
14
Properties=species:S:1:pos:R:3 method="wB97M-V/def2-TZVPD" homo_lumo_gap_ev=8.05 total_charge=0 homo_ev=-8.018 spin_multiplicity=1
C -0.9828 -0.3641 -0.1412
C -0.4029 -1.5754 0.0369
C -0.0388 0.7218 -0.2724
H -2.8050 -0.1450 0.8681
H -2.1887 1.1500 -0.0292
H -0.9698 -2.5274 0.0370
H 1.6818 -1.7030 0.4308
H 2.9083 1.1789 -0.3006
H 0.7421 2.3816 -0.0203
N -2.2864 0.1003 -0.0666
N 1.0037 -1.4633 -0.3128
N 1.2327 -0.0133 -0.4674
N -0.1590 1.9473 -0.1026
O 2.2648 0.3117 0.3404


Version 2
14
Properties=species:S:1:pos:R:3 method="wB97M-V/def2-TZVPD" homo_lumo_gap_ev=8.83 smiles=Nc1nn(N)cc1O total_charge=0 homo_ev=-8.138 spin_multiplicity=1
N 2.0958 -1.4105 -0.2118
C 0.8081 -0.6602 0.1394
N -0.5463 -1.1410 0.1376
N -1.2629 -0.1018 -0.0154
N -2.6697 -0.0673 -0.0697
C -0.6338 1.0151 -0.0151
C 0.6529 0.7395 0.0176
O 1.6436 1.5992 -0.0352
H 1.8914 -2.3885 -0.1763
H 2.7345 -1.0927 0.7070
H -2.8693 -0.8271 -0.7986
H -3.1995 -0.5143 0.8372
H -1.2534 1.9491 -0.2671
H 1.2664 2.5570 0.2433


Version 3
14
Properties=species:S:1:pos:R:3 method="wB97M-V/def2-TZVPD" homo_lumo_gap_ev=8.38 total_charge=0 homo_ev=-7.988 spin_multiplicity=1
C -0.6874 0.3531 -0.1614
C 1.4540 -0.4128 -0.0643
C 1.3574 1.2266 0.0235
H -3.9429 -0.4498 -0.1182
H -2.5231 -1.1253 1.2477
H -0.3309 -1.6064 -0.9569
H 3.2278 -0.3265 0.1506
H 1.9190 1.7821 -0.8903
H 1.5483 1.3336 1.2175
N -2.5125 -0.7837 -0.0102
N -2.0189 0.4565 -0.0282
N 0.1293 -0.7841 -0.3309
N 2.5136 -1.1167 0.0616
O -0.1335 1.4533 -0.1405


The structure with the most favorable energy is version 2; the runner-up is 106.0 kJ/mol above it.